Entry 1:
{
  "formula": "C5H11NO",
  "method": "the ωB97M-V functional and the def2-TZVPD basis",
  "symbols": ["C", "O", "C", "C", "C", "C", "N", "H", "H", "H", "H", "H", "H", "H", "H", "H", "H", "H"],
  "positions_angstrom": [[0.12800, -0.97583, 1.82468], [-1.61401, 0.62702, 1.68279], [-0.35071, 0.56813, 1.65823], [0.64555, -0.11033, 0.71305], [0.28423, -0.61438, -0.71929], [-1.17824, -0.30122, -1.10491], [1.24483, -0.18534, -1.64941], [0.67399, -1.04040, 2.75935], [-0.68563, -1.68476, 1.69987], [-1.32390, -0.48060, -2.15981], [0.60037, 3.00124, -1.83523], [0.16462, 1.35940, 2.19693], [0.79130, 2.28442, -1.84569], [1.65147, 0.28655, 0.75981], [-1.27372, 0.79013, -1.02921], [-1.88764, -0.79395, -0.45346], [0.24645, -1.75729, -0.71213], [1.88303, -0.97279, -1.78557]],
  "de_lowest_kcal_mol": 193.2,
  "molar_mass_g_mol": 101.15,
  "total_energy_ha": -326.82346
}

---

Entry 2:
{
  "formula": "C13H22I2N5PdS",
  "method": "the ωB97M-V functional and the def2-TZVPD basis",
  "symbols": ["Pd", "S", "C", "N", "C", "C", "C", "N", "H", "H", "H", "H", "H", "H", "H", "H", "N", "C", "C", "N", "H", "H", "H", "H", "H", "H", "H", "H", "H", "N", "C", "C", "C", "C", "C", "C", "C", "H", "H", "H", "H", "H", "I", "I"],
  "positions_angstrom": [[-0.20383, -0.67009, -0.07775], [1.20788, 0.05561, -1.82259], [1.25941, -1.66985, -1.69756], [0.55646, -2.45477, -2.49710], [0.50861, -3.91209, -2.38959], [1.83737, -4.40210, -1.84304], [2.09945, -3.67807, -0.53393], [2.05038, -2.22241, -0.73726], [-0.11441, -1.97745, -3.08358], [0.29426, -4.31163, -3.37852], [-0.31114, -4.19412, -1.72212], [2.63518, -4.19482, -2.55874], [1.80102, -5.47731, -1.67806], [3.06919, -3.92041, -0.10424], [1.32782, -3.93681, 0.19694], [2.88370, -1.67654, -0.57752], [2.28999, 0.23492, 5.39999], [3.29716, 0.61869, 4.41756], [2.59942, 0.96687, 3.10975], [1.61774, -0.10660, 2.79623], [2.68077, -0.34396, 6.13060], [1.20555, -0.45139, 3.67907], [1.86726, 1.04096, 5.84449], [3.97448, -0.22432, 4.26753], [3.91755, 1.47170, 4.70749], [3.28714, 1.05881, 2.27192], [2.02453, 1.88803, 3.18273], [0.83715, 0.23729, 2.20785], [2.02740, -0.91156, 2.32498], [0.02441, 1.83741, 1.44610], [-0.36323, 2.84424, 1.04812], [-0.90819, 4.06382, 0.52125], [-1.73807, 3.94427, -0.59591], [-2.29454, 5.08969, -1.13876], [-2.02337, 6.32859, -0.57301], [-1.19591, 6.43406, 0.53715], [-0.63031, 5.29995, 1.09245], [-1.93825, 2.96808, -1.01577], [-2.94105, 5.01174, -2.00196], [-2.46329, 7.21858, -1.00225], [-0.99511, 7.40464, 0.96880], [0.01127, 5.37534, 1.95954], [-1.25084, -2.10830, 1.76305], [-2.35776, -0.11053, -1.27884]],
  "de_lowest_kcal_mol": 11.8,
  "molar_mass_g_mol": 640.65,
  "total_energy_ha": -1903.67012,
  "total_charge": 1
}

---

Entry 3:
{
  "formula": "C22H34Br2O15",
  "method": "the ωB97M-V functional and the def2-TZVPD basis",
  "symbols": ["Br", "C", "C", "Br", "H", "H", "H", "H", "C", "C", "C", "O", "C", "O", "O", "H", "H", "H", "H", "H", "H", "C", "C", "C", "O", "C", "O", "O", "H", "H", "H", "H", "H", "H", "C", "C", "C", "O", "C", "O", "O", "H", "H", "H", "H", "H", "H", "C", "C", "C", "O", "C", "O", "O", "H", "H", "H", "H", "H", "H", "C", "C", "C", "O", "C", "O", "O", "H", "H", "H", "H", "H", "H"],
  "positions_angstrom": [[0.48724, -4.45853, -3.79213], [0.17845, -3.16647, -2.38575], [1.52859, -2.96589, -1.84177], [2.10081, -4.41272, -0.54484], [-0.41576, -3.57645, -1.56909], [-0.29587, -2.25369, -2.74627], [1.48084, -2.05357, -1.24721], [2.31880, -2.85668, -2.58456], [1.46574, 4.44101, 0.26839], [1.57453, 3.60589, -1.04807], [2.91362, 3.88760, -1.72771], [3.46280, 2.64694, -1.93441], [2.82917, 1.71280, -1.21412], [3.05042, 0.54964, -1.02996], [1.73800, 2.25593, -0.63196], [2.17979, 4.13968, 1.03483], [0.52604, 4.29150, 0.80008], [1.51418, 5.48060, -0.05565], [0.80369, 3.86200, -1.77492], [3.61444, 4.21579, -0.96008], [2.80194, 4.66443, -2.48412], [3.50154, -0.85337, 0.41924], [2.79425, -1.10133, 1.77392], [1.35500, -1.23125, 1.82626], [1.00537, -2.60401, 1.97761], [2.22770, -3.25932, 2.16840], [2.47514, -4.44850, 2.37079], [3.24881, -2.36147, 2.01735], [3.14417, 0.12573, 0.10028], [3.27774, -1.51764, -0.41548], [4.57739, -0.72935, 0.54292], [3.23117, -0.45420, 2.53447], [0.94560, -0.95634, 0.85419], [0.94737, -0.60625, 2.62081], [0.49910, -0.31396, -2.30279], [0.40619, 0.27618, -0.83851], [-0.62385, 1.25687, -0.78665], [-1.46955, 0.74956, 0.25935], [-1.14974, -0.49038, 0.52857], [-1.80292, -1.25039, 1.25935], [-0.10707, -0.73737, -0.16157], [1.08508, -1.22586, -2.41756], [0.91830, 0.55683, -2.80688], [-0.46595, -0.51945, -2.76597], [1.28039, 0.80731, -0.46198], [-1.17522, 1.41559, -1.71342], [-0.20178, 2.24352, -0.59569], [-0.56071, -4.26086, 1.47377], [-1.55444, -3.41233, 2.22801], [-2.92210, -3.14056, 1.42918], [-3.92193, -3.91419, 2.11455], [-3.38708, -4.31128, 3.24282], [-3.93652, -4.83833, 4.18290], [-2.13258, -3.98553, 3.33248], [-0.99109, -5.00903, 0.80810], [0.19990, -4.65367, 2.14851], [-0.12166, -3.54778, 0.77604], [-1.15371, -2.43227, 2.48682], [-2.81429, -3.47306, 0.39675], [-3.01799, -2.05632, 1.37156], [-3.88391, 2.59740, 0.74714], [-3.48246, 3.17254, -0.63695], [-3.27674, 4.68300, -0.61059], [-1.85900, 4.93809, -0.71170], [-1.30079, 3.82315, -1.21056], [-0.26714, 3.78852, -1.84214], [-2.21257, 2.72267, -1.07461], [-3.89042, 1.51965, 0.90994], [-4.69068, 3.13650, 1.24373], [-3.03738, 2.83381, 1.39181], [-4.04410, 2.76694, -1.47846], [-3.71361, 5.20169, 0.24276], [-3.80871, 5.07030, -1.47956]],
  "de_lowest_kcal_mol": 396.0,
  "molar_mass_g_mol": 698.31,
  "total_energy_ha": -7134.75574
}

---

Entry 4:
{
  "formula": "C35H35N3O4S",
  "method": "the ωB97M-V functional and the def2-TZVPD basis",
  "symbols": ["C", "C", "N", "C", "C", "C", "C", "C", "C", "C", "C", "C", "N", "C", "C", "O", "C", "C", "C", "C", "C", "C", "C", "C", "O", "H", "H", "H", "H", "H", "H", "H", "H", "H", "H", "H", "H", "H", "H", "H", "H", "H", "H", "H", "H", "H", "H", "H", "H", "H", "C", "C", "C", "C", "S", "C", "C", "C", "C", "C", "C", "N", "C", "C", "O", "O", "C", "C", "H", "H", "H", "H", "H", "H", "H", "H", "H", "H"],
  "positions_angstrom": [[2.66818, -5.98648, 3.68943], [1.61167, -5.23988, 2.87990], [2.13316, -5.09592, 1.51145], [1.47709, -4.13468, 0.69519], [0.06533, -3.97672, 0.71457], [-0.51808, -2.94780, 0.01423], [0.25841, -1.97230, -0.65948], [-0.41588, -0.83937, -1.16653], [0.21953, 0.22179, -1.86467], [1.51473, 0.70085, -1.53735], [2.05608, 1.80863, -2.17242], [1.35784, 2.47128, -3.19874], [1.90820, 3.62475, -3.83613], [2.36886, 4.69648, -2.93787], [2.73008, 5.92307, -3.76792], [3.70727, 5.59167, -4.76207], [3.20141, 4.63369, -5.69391], [2.76464, 3.34556, -4.99807], [0.08892, 1.95730, -3.59339], [-0.46409, 0.88319, -2.92412], [1.66520, -2.24219, -0.79881], [2.25717, -3.29535, -0.13406], [2.35232, -6.41044, 0.89504], [3.34222, -7.19743, 1.75868], [2.91612, -7.27881, 3.12305], [3.61506, -5.41360, 3.72836], [2.30823, -6.17713, 4.71149], [0.66463, -5.81929, 2.83738], [1.40275, -4.25715, 3.30870], [-0.55184, -4.69973, 1.25172], [-1.60802, -2.84692, -0.02184], [-1.49866, -0.84404, -1.11695], [2.09392, 0.21192, -0.76226], [3.06169, 2.15111, -1.92000], [1.55986, 4.92984, -2.23322], [3.24387, 4.36815, -2.34025], [1.82879, 6.34093, -4.25274], [3.21468, 6.69913, -3.15837], [2.35461, 5.06952, -6.25297], [4.04006, 4.44858, -6.37703], [3.66774, 2.77841, -4.68613], [2.19783, 2.71487, -5.68993], [-0.43727, 2.42451, -4.42823], [-1.43295, 0.49089, -3.22505], [2.27531, -1.62181, -1.44357], [3.34068, -3.49913, -0.20801], [1.37544, -6.94248, 0.85238], [2.71818, -6.27985, -0.12513], [3.40097, -8.24047, 1.41410], [4.34701, -6.73083, 1.72026], [-1.04175, 5.85102, 0.75225], [-1.95314, 5.78608, 1.81676], [-2.79360, 4.68437, 1.96113], [-2.71025, 3.63962, 1.04184], [-3.80404, 2.18589, 1.15970], [-2.87565, 0.88988, 1.84313], [-3.55285, -0.14495, 2.49475], [-2.78090, -0.95702, 3.36070], [-3.28889, -2.09680, 3.93373], [-4.61684, -2.45437, 3.69923], [-5.08724, -3.70070, 4.22277], [-5.42001, -4.74410, 4.64048], [-5.45658, -1.61932, 2.94123], [-4.95433, -0.47081, 2.36975], [-4.82892, 2.58664, 2.11307], [-4.15801, 1.84359, -0.20538], [-1.81527, 3.68941, -0.02264], [-0.98360, 4.79530, -0.17322], [-0.37591, 6.71282, 0.65128], [-1.99460, 6.59861, 2.53518], [-3.50019, 4.63867, 2.78605], [-1.84313, 1.11173, 2.13073], [-1.76900, -0.61676, 3.57044], [-2.65771, -2.70039, 4.58040], [-6.50597, -1.90757, 2.85281], [-5.62361, 0.20776, 1.85760], [-1.76727, 2.86325, -0.72504], [-0.28966, 4.83184, -1.00745]],
  "molar_mass_g_mol": 593.75,
  "total_energy_ha": -2217.92232
}

---

no.,Kohn-Sham gap (hartree)
1,0.1816
2,0.2375
3,0.3084
4,0.1009